one:
{
  "formula": "C7H9NO",
  "method": "the ωB97M-V functional and the def2-TZVPD basis",
  "e_homo_ev": -8.28,
  "total_charge": 0,
  "elements": ["H", "N", "C", "C", "H", "H", "H", "H", "C", "C", "C", "C", "H", "H", "C", "O", "H", "H"],
  "xyz": [[-0.56848, 0.69439, 1.33408], [-2.00448, -1.21882, -0.66620], [1.30261, -1.40602, 1.59670], [0.78101, 0.08701, -0.44858], [2.03816, -1.56985, 2.39866], [1.89755, 1.85465, -1.58594], [-2.60409, -1.74817, -1.23195], [2.47787, -0.01506, 0.79138], [-0.38854, 0.70329, 0.24855], [-2.08883, 0.08722, -0.71390], [1.13920, 1.53839, -0.88504], [0.02740, 1.99389, -0.28061], [-1.38722, -1.74543, 0.09170], [0.35992, -1.96970, 1.73913], [1.62267, -0.59000, 0.58296], [-2.69646, 0.78654, -1.44259], [-0.36426, 3.08302, -0.26338], [0.45597, -0.56535, -1.26496]]
}


two:
{
  "formula": "C7H9NO",
  "method": "the ωB97M-V functional and the def2-TZVPD basis",
  "e_homo_ev": -9.48,
  "total_charge": 0,
  "elements": ["C", "H", "H", "H", "H", "H", "H", "H", "C", "C", "C", "N", "C", "O", "C", "H", "H", "C"],
  "xyz": [[-0.92504, -0.68158, -1.56433], [0.77477, 1.88435, 1.85826], [1.74067, -0.34323, 0.86007], [-1.26685, -0.44625, 1.04935], [-0.89017, -2.54346, -0.66726], [-2.31133, -2.04614, -1.78389], [-0.92832, 2.00033, 1.34242], [-0.77462, -1.79808, 2.18552], [-0.28658, -0.04055, 1.39927], [0.34914, -0.25279, -0.90571], [-1.38524, -1.88647, -1.37476], [0.22223, -1.30121, 2.00749], [0.68387, -0.74857, 0.60534], [1.16140, 2.27488, -1.02325], [-0.03158, 1.41292, 1.08449], [-1.41393, 0.27463, -2.03084], [1.22754, -0.56511, -1.67799], [0.42801, 1.27910, -0.41130]]
}


Order from most stable to least stable according to the calculation: one, two


one:
{
  "formula": "C9H9N3OS",
  "method": "the ωB97M-V functional and the def2-TZVPD basis",
  "e_homo_ev": -7.96,
  "total_charge": 0,
  "elements": ["H", "C", "C", "C", "C", "H", "H", "S", "N", "C", "H", "O", "N", "C", "C", "N", "H", "H", "H", "C", "H", "C", "H"],
  "xyz": [[-2.23007, 2.24515, -1.55625], [-0.58199, -2.28755, -0.61886], [-0.87338, 0.16276, 0.50665], [-1.60567, 1.57535, -0.93477], [-1.18062, -3.19737, -1.41387], [1.96497, 1.29023, 1.31586], [-0.37888, 3.15466, -0.49200], [-0.28447, -3.52668, -2.87714], [-0.62808, 2.20654, -0.28903], [0.78567, -2.24052, -2.52943], [1.10988, 2.70884, 1.57926], [-1.00703, -0.73255, 2.54812], [-1.82818, 0.38994, -0.51775], [-0.88595, -2.10005, 0.75187], [-0.08164, 1.29511, 0.59373], [-0.90816, -0.95755, 1.29200], [-1.30075, -2.94228, 1.28582], [1.17698, -0.99175, -0.92041], [-2.15361, -3.86954, -1.23592], [0.99974, 1.63055, 1.52247], [0.92112, 1.30359, 2.59270], [0.57016, -1.70146, -1.30185], [1.66857, -2.14361, -3.09953]]
}


two:
{
  "formula": "C9H9N3OS",
  "method": "the ωB97M-V functional and the def2-TZVPD basis",
  "e_homo_ev": [-7.59, -7.59],
  "total_charge": 0,
  "elements": ["C", "H", "H", "N", "H", "C", "H", "C", "O", "H", "C", "N", "C", "C", "C", "H", "H", "H", "C", "H", "S", "N", "C"],
  "xyz": [[-0.21785, -0.61849, 0.79397], [0.16464, 2.98712, 0.12757], [3.07027, 1.71057, -0.62791], [-0.39483, -0.19666, 2.05219], [-0.92981, -0.59861, 3.94043], [-1.62163, -2.63449, 1.33276], [-2.15227, -3.46380, 0.99517], [2.16388, 1.50725, -1.32671], [-0.95885, -2.22522, -3.35412], [1.04102, 2.73519, -2.74561], [1.38602, 2.68358, -1.67814], [-1.19296, -2.25113, -0.88442], [0.23156, 2.33486, -0.64134], [-1.44270, -2.27761, 2.61026], [-0.98048, -1.78659, 0.35618], [2.49980, 0.81524, -2.18656], [-0.63827, 2.07202, -1.16304], [-1.79052, -2.86056, 3.43391], [-0.88578, -1.03557, 2.97978], [1.68632, 3.67458, -1.29381], [-0.81357, -1.46939, -2.15373], [0.98615, 1.00323, -0.55162], [0.78987, -0.10552, -0.01521]]
}


Order from most stable to least stable according to the calculation: one, two